Here is a cluster of 11 separate species, C37H61Br2FN4O44S10 in total in a non-equilibrium geometry from the Open Molecules 2025 dataset. Energies are from the ωB97M-V functional and the def2-TZVPD basis.

Summary:
F_max	2.71	eV/A
frontier orbital gap	8.58	eV
LUMO	-0.01103	hartree
structure (SMILES)	CNC[C@@]1(c2ccccn2)C(=O)N[C@](CC(=O)F)([C@H](Br)[C@@H](C)Br)[C@@H]1CON=O.O=S1(=O)OCCO1.O=S1(=O)OCCO1.O=S1(=O)OCCO1.O=S1(=O)OCCO1.O=S1(=O)OCCO1.O=S1(=O)OCCO1.O=S1(=O)OCCO1.O=S1(=O)OCCO1.O=S1(=O)OCCO1.O=S1(=O)OCCO1
calculated total energy	-14205.47580	hartree

Geometry as XYZ:
```
159
Properties=species:S:1:pos:R:3:forces:R:3:lowdin_charge:R:1
C -5.79595 -3.14748 -0.66403 -0.66 0.90 0.26 -0.11
N -4.65243 -2.47542 -0.00200 -0.17 -1.68 -0.31 -0.06
C -3.34237 -3.04249 -0.36690 -0.05 0.59 0.61 -0.17
C -2.38708 -1.89838 -0.88879 -0.21 -0.34 0.25 -0.20
C -2.78304 -1.44342 -2.30510 1.00 -0.05 2.52 -0.23
C -2.18597 -0.26861 -2.74616 -0.32 0.66 -1.49 0.00
C -2.53781 0.20305 -4.02254 -0.40 -1.27 1.21 -0.02
C -3.46631 -0.61093 -4.67380 -0.16 0.84 -1.50 -0.06
C -3.98040 -1.79008 -4.15482 0.35 0.59 -0.18 -0.12
N -3.63491 -2.22044 -2.94369 -0.31 0.17 -0.68 0.14
C -2.51427 -0.84750 0.25607 1.03 -0.14 -1.10 -0.36
O -3.25571 0.08292 0.36403 0.37 -0.66 0.12 0.15
N -1.48073 -1.24548 1.21866 -0.80 1.99 -0.03 0.10
C -0.26617 -1.65852 0.49446 -1.31 -1.84 0.01 -0.39
C 0.46074 -2.57709 1.53267 1.67 -0.32 -0.21 -0.05
C 1.03552 -3.86418 0.94508 -0.75 -1.45 -0.20 -0.41
O 0.43232 -4.88972 0.80868 0.55 1.03 0.22 0.15
F 2.36654 -3.90239 0.57671 -0.72 0.72 0.38 0.01
C 0.60001 -0.47416 -0.03424 -0.37 0.64 1.00 -0.57
Br 2.51105 -0.93176 -0.24582 -0.33 0.03 -0.15 0.83
C 0.56150 0.83831 0.78988 -0.25 0.61 -0.80 -0.72
C -0.65736 1.74257 0.50076 -0.22 0.35 0.40 -0.13
Br 0.72295 0.61783 2.73173 0.27 -0.02 -0.23 0.77
C -0.91839 -2.44803 -0.71283 -0.09 -0.64 -0.93 -0.14
C -0.07381 -2.64781 -1.99475 0.25 0.24 0.93 -0.15
O -0.42661 -3.91629 -2.57338 0.19 0.62 0.06 -0.08
N -0.95657 -3.76032 -3.85104 0.45 -0.57 -0.36 -0.02
O -0.88104 -4.78066 -4.42169 -0.48 0.34 -0.08 0.07
H -6.53993 -3.44724 0.09421 0.32 -0.05 -0.21 0.07
H -6.31389 -2.39068 -1.27678 0.20 -0.55 -0.20 0.07
H -5.52445 -4.03170 -1.25355 0.02 0.30 0.05 0.08
H -4.77348 -2.65557 0.98770 0.09 0.38 -0.05 0.06
H -3.40366 -3.86001 -1.09660 0.00 0.38 -0.01 0.13
H -2.91443 -3.48218 0.55634 0.18 0.35 -0.82 0.08
H -1.46691 0.28561 -2.14515 -0.27 -0.24 0.04 0.10
H -2.13427 1.11870 -4.44351 -0.13 -0.23 0.01 0.09
H -3.80608 -0.30327 -5.66700 0.08 -0.15 0.26 0.11
H -4.67959 -2.35897 -4.77078 0.16 -0.07 0.42 0.11
H -1.95813 -1.99705 1.71599 0.70 -0.10 0.38 0.10
H 1.29516 -2.06576 2.03612 -0.33 0.12 -0.33 0.07
H -0.20477 -2.89574 2.34488 -0.10 0.03 -0.53 0.14
H 0.26803 -0.20450 -1.04591 0.19 -0.11 0.30 0.08
H 1.44287 1.41491 0.48343 -0.13 -0.30 0.34 0.06
H -1.14666 1.54171 -0.46198 0.24 -0.13 0.24 0.07
H -1.41519 1.66387 1.28749 0.09 -0.22 -0.34 0.06
H -0.34014 2.79419 0.47339 0.06 -0.42 0.05 0.05
H -1.13105 -3.49465 -0.43865 0.61 0.38 0.43 0.13
H 0.99076 -2.74165 -1.72214 -0.34 -0.03 -0.08 0.09
H -0.13744 -1.82173 -2.71727 -0.25 -0.40 -0.04 0.11
O -3.52803 -5.68052 1.67703 0.32 0.28 -0.12 -0.19
S -3.94853 -4.73579 2.64486 -0.55 -0.64 0.89 0.61
O -3.38865 -3.42587 2.72433 0.08 -0.02 -0.16 -0.23
O -3.86467 -5.41625 4.08725 -1.10 1.83 -0.83 -0.25
C -5.15225 -5.38648 4.71363 -0.24 0.36 0.37 -0.15
C -6.14361 -5.41421 3.57101 -0.10 -0.59 0.04 -0.15
O -5.54638 -4.59425 2.55921 0.37 0.40 0.16 -0.19
H -5.23338 -4.45984 5.28672 -0.04 -0.03 0.01 0.14
H -5.26595 -6.23725 5.38330 0.25 -0.09 -0.12 0.13
H -7.11832 -5.02516 3.85344 0.07 0.22 -0.17 0.14
H -6.25830 -6.42278 3.16769 -0.01 0.01 0.04 0.14
O -2.80778 -7.30819 4.24186 0.66 -1.65 0.51 -0.21
S -2.76101 -8.26143 5.29148 0.68 -0.35 -0.18 0.63
O -3.88411 -8.51415 6.12343 -0.16 0.12 -0.19 -0.22
O -1.48944 -7.93029 6.21784 -0.13 -0.04 -0.43 -0.18
C -0.62095 -9.06732 6.28078 0.02 -0.43 0.33 -0.16
C -0.83333 -9.79291 4.96901 0.40 0.24 -0.28 -0.17
O -2.23489 -9.66705 4.70931 -0.20 0.12 0.53 -0.18
H -0.92606 -9.68365 7.12904 0.03 -0.01 -0.02 0.14
H 0.40993 -8.74982 6.41746 -0.10 0.23 -0.02 0.14
H -0.54602 -10.83988 5.02053 -0.27 -0.05 -0.02 0.14
H -0.29206 -9.30748 4.15322 0.04 -0.02 0.03 0.13
O 0.15883 0.67345 -7.35287 -0.20 0.26 -0.03 -0.21
S 0.53901 1.09941 -6.05672 0.60 -0.28 0.13 0.60
O -0.19421 2.07384 -5.32824 -0.19 -0.06 -0.12 -0.23
O 2.08129 1.54107 -6.10204 -0.32 -0.36 -0.13 -0.18
C 2.84071 0.76678 -5.16545 0.12 0.06 0.54 -0.16
C 2.10567 -0.55341 -5.06665 0.31 -0.27 -0.40 -0.16
O 0.71783 -0.19879 -5.12332 0.01 0.50 0.20 -0.21
H 2.84279 1.29375 -4.20857 0.02 -0.03 0.00 0.13
H 3.86355 0.64669 -5.51350 -0.09 0.12 -0.21 0.14
H 2.32798 -1.08683 -4.14519 -0.25 0.07 0.08 0.13
H 2.32658 -1.19715 -5.92103 0.04 0.00 0.03 0.14
O 8.37432 -0.49545 -0.31240 0.03 0.17 -0.25 -0.22
S 7.96005 -1.58928 -1.11868 -0.24 -0.61 0.37 0.61
O 8.43578 -1.77344 -2.44151 0.18 0.19 0.03 -0.21
O 6.35195 -1.61127 -1.13867 0.29 0.14 0.27 -0.20
C 5.87999 -2.87287 -0.65015 -0.13 -0.55 -0.18 -0.17
C 6.94600 -3.34919 0.31146 -0.26 0.15 0.54 -0.15
O 8.18410 -2.95092 -0.30396 -0.17 0.24 -0.58 -0.17
H 5.78240 -3.55203 -1.50091 -0.02 0.00 0.01 0.14
H 4.91077 -2.75593 -0.16861 0.06 0.23 0.00 0.09
H 6.92075 -4.42439 0.46669 0.28 0.00 -0.17 0.11
H 6.86678 -2.84313 1.27289 -0.04 -0.03 -0.04 0.10
O 0.71623 7.03564 -0.12216 0.26 -0.13 0.05 -0.21
S 0.18039 5.82526 -0.63060 -0.57 0.18 -0.39 0.61
O 0.78558 4.56504 -0.38109 0.19 0.10 0.19 -0.23
O -0.03444 5.99350 -2.21257 -0.02 0.21 0.44 -0.18
C -1.41044 5.76748 -2.54633 -0.31 -0.53 -0.08 -0.15
C -2.18113 6.17649 -1.31016 0.16 0.31 -0.21 -0.17
O -1.36544 5.73112 -0.21243 0.37 -0.43 -0.22 -0.19
H -1.53863 4.70421 -2.76354 0.00 0.02 -0.02 0.13
H -1.69111 6.34995 -3.42026 0.24 0.11 0.03 0.14
H -3.16682 5.72356 -1.26283 0.09 -0.11 0.23 0.14
H -2.27535 7.25321 -1.24412 0.06 -0.02 -0.04 0.10
O 6.31011 1.05375 2.56523 0.00 -0.13 -0.30 -0.20
S 5.79593 -0.08684 3.23099 -0.34 0.20 0.59 0.61
O 6.04821 -1.40676 2.77531 0.16 0.05 -0.12 -0.22
O 4.21258 0.10330 3.41322 0.46 0.22 -0.02 -0.22
C 3.87035 0.03610 4.80105 -0.17 -0.38 0.35 -0.18
C 5.10198 0.53010 5.52933 -0.18 0.55 0.05 -0.16
O 6.20024 -0.00284 4.78200 -0.18 -0.40 -0.30 -0.18
H 3.65131 -1.00517 5.04893 0.01 0.02 0.03 0.14
H 2.99503 0.64776 5.00553 0.02 0.07 -0.27 0.11
H 5.14071 0.19141 6.56133 0.21 -0.16 -0.09 0.14
H 5.16981 1.62006 5.50214 -0.05 -0.01 0.03 0.14
O -6.31462 8.96132 -0.39779 -0.02 -0.32 -0.23 -0.21
S -4.89620 8.93118 -0.41793 0.29 0.55 0.63 0.61
O -4.16471 8.13313 -1.33855 -0.67 0.27 -0.23 -0.23
O -4.37682 8.61455 1.06480 -0.33 0.21 -0.28 -0.18
C -3.51697 9.67099 1.51683 0.58 0.13 -0.06 -0.15
C -4.00747 10.90575 0.79070 -0.33 0.20 0.45 -0.15
O -4.35630 10.43736 -0.51887 0.23 -0.49 -0.07 -0.19
H -2.49203 9.42239 1.23323 -0.01 0.02 0.02 0.14
H -3.57741 9.77383 2.59715 -0.19 -0.19 -0.02 0.14
H -3.25075 11.68319 0.73053 0.01 -0.07 -0.29 0.14
H -4.90803 11.31116 1.25727 0.04 0.00 0.03 0.14
O -4.73077 13.05544 -4.23022 0.04 0.13 -0.19 -0.22
S -5.15193 11.95821 -5.02420 -0.28 -0.29 0.25 0.61
O -4.65773 11.73618 -6.33312 0.18 0.10 0.05 -0.21
O -6.76058 11.95778 -5.06539 0.33 0.05 0.31 -0.19
C -7.26126 10.71527 -4.56138 -0.08 -0.46 -0.25 -0.16
C -6.21344 10.24484 -3.57592 -0.22 0.20 0.47 -0.18
O -4.96373 10.60612 -4.17445 -0.17 0.07 -0.49 -0.19
H -7.35923 10.02101 -5.39897 -0.01 -0.01 0.03 0.13
H -8.23325 10.85785 -4.09548 0.05 0.24 -0.04 0.14
H -6.25823 9.17318 -3.39896 0.24 0.00 -0.11 0.13
H -6.29866 10.77352 -2.62383 -0.07 -0.04 0.00 0.12
O 7.51092 5.94970 0.50469 -0.03 0.24 -0.16 -0.22
S 7.64491 5.11642 -0.63629 -0.07 -0.61 0.16 0.61
O 8.14954 5.60037 -1.87027 0.10 0.19 0.10 -0.22
O 6.23060 4.39558 -0.89824 0.25 0.13 0.31 -0.19
C 6.39819 2.97293 -0.87303 0.16 -0.35 -0.37 -0.16
C 7.56607 2.73426 0.05574 -0.22 -0.20 0.54 -0.16
O 8.47819 3.80820 -0.22512 -0.25 0.27 -0.53 -0.18
H 6.62279 2.63792 -1.88874 0.01 -0.02 0.02 0.13
H 5.48878 2.48814 -0.52524 -0.07 0.23 0.07 0.13
H 8.04282 1.77245 -0.11268 0.18 0.16 -0.06 0.11
H 7.26321 2.81015 1.10049 -0.03 -0.04 -0.03 0.11
O 6.82569 -6.43697 1.70587 0.16 -0.10 0.14 -0.22
S 5.81280 -6.78104 2.63946 -0.50 -0.05 -0.16 0.61
O 6.08018 -6.94314 4.02079 0.19 0.14 -0.02 -0.21
O 5.05557 -8.09057 2.09572 0.17 0.40 -0.15 -0.18
C 3.65871 -7.81618 1.93978 -0.38 -0.01 0.32 -0.16
C 3.58283 -6.33441 1.64452 0.01 -0.15 -0.52 -0.17
O 4.59322 -5.74718 2.47570 0.11 -0.38 0.31 -0.19
H 3.15606 -8.06094 2.87856 -0.02 0.02 -0.02 0.13
H 3.23965 -8.41927 1.13813 0.24 -0.06 -0.04 0.14
H 2.60962 -5.91412 1.87000 0.10 0.08 0.16 0.11
H 3.83509 -6.12502 0.60339 -0.10 -0.02 -0.01 0.13
```
Forces are in eV/Å.